Record 1
# C35H27AsF6N3O4PSSe3Zr

A molecular structure, C35H27AsF6N3O4PSSe3Zr in a non-equilibrium geometry (ωB97M-V with the def2-TZVPD basis set, OMol25).

```
! RIJCOSX wB97M-V def2-TZVPD def2/J DEFGRID3
* xyz 0 1
Zr 1.3843 -0.6539 0.1423
C 4.0752 -0.5806 2.0615
O 2.6655 -0.8657 2.0778
C 2.2249 -1.7968 3.0299
C 2.9910 -2.1822 4.1111
C 2.4636 -3.0859 5.0257
C 1.1833 -3.5828 4.8449
C 0.4216 -3.1910 3.7558
C 0.9344 -2.2927 2.8246
N 0.2576 -1.8234 1.6908
N -1.0363 -2.0521 1.7339
C -1.9788 -1.6160 0.9497
C -1.3988 0.6798 0.4559
O -0.1723 0.5278 0.8570
C -2.3647 1.2617 1.4436
C -3.4637 0.7013 1.9649
C -4.0582 -0.6520 1.8793
C -5.3604 -0.8105 2.3622
C -5.9532 -2.0584 2.4405
C -5.2363 -3.1873 2.0655
C -3.9427 -3.0542 1.5859
C -3.3579 -1.8013 1.4694
H 4.3493 -0.0383 2.9652
H 4.6354 -1.5103 1.9753
H 4.2616 0.0407 1.1904
H 3.9872 -1.7915 4.2558
H 3.0600 -3.3950 5.8730
H 0.7717 -4.2874 5.5555
H -0.5788 -3.5695 3.6059
H -2.1041 2.2647 1.7580
H -4.0215 1.3491 2.6347
H -5.9052 0.0649 2.6962
H -6.9650 -2.1529 2.8122
H -5.6849 -4.1691 2.1465
H -3.3690 -3.9238 1.2895
Se -1.3111 2.2412 -1.1235
P 0.7857 2.9910 -0.8247
Se 2.2140 2.1384 0.5724
C 0.5135 4.7275 -0.3549
C 0.0017 5.6075 -1.3080
C -0.2850 6.9160 -0.9582
C -0.0651 7.3523 0.3424
C 0.4415 6.4776 1.2910
C 0.7309 5.1647 0.9453
C 1.5206 3.0830 -2.4782
C 2.6597 3.8756 -2.6122
C 3.2847 3.9802 -3.8423
C 2.7811 3.2889 -4.9373
C 1.6561 2.4914 -4.7996
C 1.0232 2.3849 -3.5692
H -0.1685 5.2694 -2.3229
H -0.6792 7.5971 -1.7010
H -0.2875 8.3761 0.6140
H 0.6164 6.8151 2.3042
H 1.1301 4.4780 1.6810
H 3.0570 4.4033 -1.7533
H 4.1685 4.5957 -3.9455
H 3.2750 3.3657 -5.8972
H 1.2732 1.9399 -5.6480
H 0.1591 1.7457 -3.4512
S -3.4338 -0.3706 -1.1888
C -1.9734 -0.5893 -0.1492
F 0.3818 -2.1091 -0.7812
As 3.3907 -1.6569 -2.0669
F 2.7872 -3.1691 -2.5959
F 2.8519 -2.2043 -0.2918
F 4.9063 -2.3135 -1.6175
F 3.7388 -0.1916 -1.1166
F 4.0340 -1.1811 -3.5806
O 1.2086 0.1318 -1.7287
O 1.7974 -0.9120 -2.5326
Se -1.5072 -0.9776 -2.0307
C -1.8019 -2.8843 -2.1944
C -0.8410 -3.5658 -2.9226
C -1.0380 -4.9258 -3.1106
N -2.0831 -5.5934 -2.6256
C -2.9823 -4.9128 -1.9259
C -2.8991 -3.5466 -1.6825
H 0.0501 -3.0772 -3.2945
H -0.3117 -5.5036 -3.6692
H -3.8207 -5.4795 -1.5366
H -3.6651 -3.0392 -1.1116
*
```

calculated total energy: -12641.13912 Ha

Record 2
# C35H27B2Br4CaN13O2SSe

A molecular structure, C35H27B2Br4CaN13O2SSe (ωB97M-V with the def2-TZVPD basis set, OMol25).

```
! RIJCOSX wB97M-V def2-TZVPD def2/J DEFGRID3
* xyz -2 1
Ca 0.8833 -0.4853 -0.5717
B 4.5210 -0.9112 -1.7311
N 3.7102 -2.1881 -1.3775
C 4.1959 -3.4392 -1.4085
C 3.1400 -4.3305 -1.3442
C 2.0115 -3.5065 -1.2655
N 2.3633 -2.2265 -1.2982
N 4.2154 0.3340 -0.8114
C 5.1792 1.1929 -0.4436
C 4.5929 2.3622 0.0073
C 3.2230 2.1104 -0.1271
N 3.0003 0.8919 -0.6142
H 5.6924 -1.1790 -1.5305
H 4.3120 -0.5905 -2.8768
H 5.2605 -3.5911 -1.4891
H 3.1797 -5.4066 -1.3314
H 0.9653 -3.7596 -1.1680
H 6.2123 0.9055 -0.5570
H 5.0791 3.2498 0.3781
H 2.3883 2.7435 0.1316
Se -2.3570 6.8886 2.4250
N -2.0202 5.2939 3.1786
C -1.5653 4.5213 2.2402
C -1.2008 3.1233 2.4481
C -1.3335 2.5076 3.6903
C -1.0235 1.1734 3.7958
C -0.6091 0.4871 2.6558
N -0.4728 1.0586 1.4629
C -0.7409 2.3659 1.3649
C -0.5452 2.9943 0.0312
N 0.0211 2.2410 -0.9144
C 0.2216 2.7738 -2.1168
C -0.1632 4.0777 -2.4361
C -0.7308 4.8646 -1.4651
C -0.9158 4.3221 -0.1924
C -1.4504 5.1125 0.9101
N -1.8195 6.3523 0.7986
H -1.6767 3.0859 4.5388
H -1.0971 0.6444 4.7365
H -0.3760 -0.5658 2.7128
H 0.7001 2.0970 -2.8254
H 0.0036 4.4462 -3.4397
H -1.0267 5.8884 -1.6548
Br -2.3612 -3.3942 -6.3915
C -1.2700 -2.2573 -5.3274
C -0.2761 -1.4933 -5.8942
Br 0.0466 -1.5580 -7.7676
C 0.5160 -0.6578 -5.0747
Br 1.8562 0.4802 -5.8082
C 0.3533 -0.5705 -3.6891
O 1.0419 0.1704 -2.9003
C -0.7038 -1.3917 -3.0877
O -0.8577 -1.3193 -1.8114
C -1.4724 -2.1940 -3.9297
Br -2.8754 -3.1603 -3.0723
B 1.4075 -3.1329 2.4926
N -0.0680 -2.8055 2.1236
C -1.1776 -3.1804 2.7833
C -2.2825 -2.7447 2.0701
C -1.7322 -2.1000 0.9526
N -0.4028 -2.1306 1.0029
N 2.1836 -1.8149 2.8113
C 2.9826 -1.6066 3.8691
C 3.4979 -0.3253 3.7856
C 2.9310 0.1828 2.6094
N 2.1385 -0.7157 2.0290
H 1.3778 -3.7795 3.5252
H 1.9371 -3.7269 1.5880
H -1.0833 -3.7452 3.6976
H -3.3236 -2.8966 2.3043
H -2.2024 -1.6334 0.0977
H 3.1231 -2.3913 4.5961
H 4.1851 0.1592 4.4601
H 3.0745 1.1480 2.1499
S -2.9985 0.7464 -1.2928
C -4.2944 0.2549 -0.4203
N -5.3218 -0.4583 -1.0145
C -6.4025 -0.9663 -0.3681
C -6.5593 -0.7954 0.9636
C -5.5290 -0.0941 1.6628
C -4.4513 0.3983 1.0103
H -5.1873 -0.6458 -1.9986
H -7.0995 -1.5121 -0.9886
H -7.4208 -1.2052 1.4689
H -5.5990 0.0309 2.7372
H -3.6476 0.9020 1.5304
*
```

calculated total energy: -16035.61491 Ha

Record 3
# C35H27Br2F3InN8O6S

A molecular structure, C35H27Br2F3InN8O6S in a non-equilibrium geometry (ωB97M-V with the def2-TZVPD basis set, OMol25).

```
! RIJCOSX wB97M-V def2-TZVPD def2/J DEFGRID3
* xyz 1 1
In 0.6751 0.4627 0.6122
C 2.5223 2.9955 -3.0089
O 3.5579 2.3226 -2.2072
C 2.8873 1.4981 -1.4091
N 1.6207 1.5051 -1.4094
C 1.1838 2.5388 -2.3728
C 0.1667 2.0686 -3.3848
C -0.2372 0.7437 -3.4830
C -1.2117 0.3717 -4.4040
C -1.7844 1.3217 -5.2373
C -1.3680 2.6471 -5.1571
C -0.3981 3.0165 -4.2359
C 3.6506 0.5582 -0.5584
C 5.0181 0.5815 -0.3955
C 5.5866 -0.3797 0.4292
C 4.7797 -1.3459 1.0116
C 3.4212 -1.2974 0.7611
N 2.8657 -0.3454 0.0213
C 2.4520 -2.2858 1.2877
N 1.2229 -2.2520 0.9998
C 0.5860 -3.3325 1.7886
C 1.7894 -4.0627 2.4367
O 2.9329 -3.2010 2.1382
C -0.2681 -4.2697 0.9644
C -0.1363 -4.3530 -0.4155
C -0.9107 -5.2517 -1.1427
C -1.8265 -6.0699 -0.4937
C -1.9627 -5.9893 0.8877
C -1.1876 -5.0907 1.6117
H 2.6304 2.6612 -4.0353
H 2.6962 4.0631 -2.9467
H 0.7404 3.3420 -1.7881
H 0.2062 -0.0050 -2.8413
H -1.5277 -0.6645 -4.4633
H -2.5490 1.0322 -5.9506
H -1.8080 3.3966 -5.8071
H -0.0993 4.0619 -4.1564
H 5.6121 1.3326 -0.9003
H 6.6538 -0.3775 0.6126
H 5.1804 -2.1257 1.6431
H -0.0328 -2.8481 2.5459
H 1.9744 -5.0276 1.9771
H 1.7142 -4.1741 3.5121
H 0.5772 -3.7166 -0.9225
H -0.7976 -5.3122 -2.2198
H -2.4321 -6.7687 -1.0610
H -2.6742 -6.6260 1.4025
H -1.3052 -5.0243 2.6914
Br -1.7579 4.8692 -0.9766
C -2.3159 3.0660 -1.1178
C -3.4766 2.7862 -1.8631
C -3.9202 1.5091 -1.9977
Br -5.4738 1.1797 -3.0191
C -3.2128 0.4405 -1.3994
C -3.6180 -0.9164 -1.4290
C -2.8722 -1.8802 -0.8136
C -1.6685 -1.5186 -0.2016
N -1.2406 -0.2681 -0.1912
C -2.0209 0.7382 -0.7193
C -1.5535 2.0810 -0.5196
O -0.4468 2.2858 0.1649
H -4.0137 3.5983 -2.3337
H -4.5361 -1.1760 -1.9406
H -3.1780 -2.9190 -0.8048
H -1.0343 -2.2582 0.2687
N -0.5702 4.2825 2.5586
C 0.3040 4.1576 3.5518
N 0.1981 4.9418 4.6251
N 1.3385 3.3083 3.5627
C 1.6024 2.4863 2.6213
N 1.9986 1.7124 1.8236
H -1.3716 4.8820 2.6645
H -0.6599 3.5464 1.8523
H -0.5997 5.5306 4.7725
H 0.8453 4.7993 5.3792
F -0.3541 -1.5088 5.2249
C -0.7671 -0.2728 4.9375
F -1.8882 -0.0191 5.5917
F 0.1768 0.5941 5.3119
S -1.0806 -0.1132 3.1467
O -2.2044 -0.9642 2.8833
O -1.2343 1.3020 2.8985
O 0.2193 -0.6077 2.5603
*
```

calculated total energy: -8275.37863 Ha

Record 4
# C35H27CrN6O6S3

A molecular structure, C35H27CrN6O6S3 in a non-equilibrium geometry (ωB97M-V with the def2-TZVPD basis set, OMol25).

```
! RIJCOSX wB97M-V def2-TZVPD def2/J DEFGRID3
* xyz 0 4
Cr -0.0884 -2.1807 0.3452
C 0.7491 10.4823 -4.4161
O -0.2280 10.0720 -3.4285
C -0.2262 8.7621 -3.0566
C -1.0828 8.3601 -2.0248
C -1.0240 7.0386 -1.5817
C -0.1813 6.0824 -2.1533
C 0.6554 6.5137 -3.1999
C 0.6528 7.8519 -3.5996
C -0.1824 4.7321 -1.6717
N -1.1076 4.1784 -0.8749
C -0.6537 2.9123 -0.6555
C 0.5390 2.6984 -1.2878
N 0.8537 3.8846 -1.8877
C 1.2325 1.4583 -1.2649
C 2.4821 1.2593 -1.8140
C 3.0265 0.0093 -1.7636
C 2.3117 -1.0376 -1.1687
N 1.1594 -0.7970 -0.5996
C 0.6044 0.4083 -0.6240
C -0.6194 0.6302 0.0796
N -1.1434 -0.3794 0.7680
C -2.2665 -0.2277 1.4399
C -2.9915 0.9774 1.4690
C -2.4822 2.0258 0.7638
C -1.2920 1.8530 0.0494
H 0.7494 11.5614 -4.3519
H 0.4914 10.0924 -5.4083
H 1.7225 10.0792 -4.1071
H -1.7412 9.0984 -1.5903
H -1.6417 6.7283 -0.7586
H 1.3500 5.8193 -3.6870
H 1.2360 8.1689 -4.4673
H 1.6798 4.0630 -2.4018
H 3.0418 2.0577 -2.3154
H 3.9908 -0.1856 -2.1673
H 2.6902 -2.0467 -1.1393
H -2.5767 -1.1018 1.9331
H -3.8684 1.0516 2.0965
H -2.9888 2.9666 0.7172
O -0.0770 -5.7053 3.2142
C 0.8289 -5.0604 3.8497
O 1.8508 -5.5122 4.3784
C 0.4332 -3.5895 4.1782
C -0.3900 -3.5406 5.2970
C -0.9115 -2.3642 5.7827
C -0.6096 -1.1284 5.1805
C 0.1281 -1.1746 4.0234
C 0.6079 -2.3793 3.5010
S 1.4966 -2.1033 2.0456
H -0.5472 -4.4749 5.8157
H -1.5343 -2.3969 6.6665
H -0.9642 -0.2338 5.6359
H 0.2851 -0.2990 3.4020
C -2.1282 -2.9039 -3.5159
S -0.5660 -2.1890 -2.7870
O -0.0047 -4.2261 -0.0250
O -0.4848 -0.9032 -3.5096
O -1.1070 -1.9758 -1.3312
H -2.0725 -2.7608 -4.6115
H -2.9706 -2.3117 -3.0930
H -2.2231 -3.9435 -3.2660
N -2.6276 -4.7935 2.3079
C -1.6266 -4.9171 1.3922
N -0.8899 -3.9181 1.0613
C 0.8422 -5.3007 0.2844
C 2.1831 -5.1470 0.4023
C 2.9687 -6.2346 0.7613
C 2.3647 -7.4431 1.0578
C 1.0111 -7.5818 0.9583
C 0.2359 -6.5243 0.5359
S -1.5185 -6.4790 0.5210
H -2.5555 -3.8956 2.7895
H -2.4539 -5.4865 3.0082
H 2.6304 -4.1663 0.2649
H 4.0521 -6.0791 0.9399
H 2.9776 -8.2574 1.4299
H 0.5340 -8.5200 1.2592
*
```

calculated total energy: -4368.98317 Ha

Record 5
# C35H28BrHgN5O7

A molecular structure, C35H28BrHgN5O7 in a non-equilibrium geometry (ωB97M-V with the def2-TZVPD basis set, OMol25).

```
! RIJCOSX wB97M-V def2-TZVPD def2/J DEFGRID3
* xyz -1 2
Hg 1.7464 -1.5194 -1.8866
C -6.7987 4.1387 7.6556
O -7.1368 3.1930 6.6629
C -6.1371 2.7675 5.8400
C -4.8197 3.1948 5.9215
C -3.8812 2.6957 5.0223
C -4.2313 1.7792 4.0436
C -5.5625 1.3564 3.9807
C -6.5015 1.8405 4.8634
C -3.2670 1.2403 3.0762
N -3.5582 0.3826 2.1294
C -2.3731 0.1583 1.4638
C -1.3611 0.8899 2.0219
N -1.9430 1.5832 3.0569
C 0.0017 0.8668 1.5698
C 1.0308 1.5850 2.1296
C 2.3328 1.4632 1.6016
C 2.5184 0.6061 0.5368
N 1.5440 -0.1031 -0.0260
C 0.2545 0.0060 0.4520
C -0.7836 -0.7412 -0.1613
N -0.4953 -1.5352 -1.2457
C -1.4616 -2.2513 -1.8076
C -2.7718 -2.2626 -1.3705
C -3.1044 -1.4601 -0.2699
C -2.1307 -0.7001 0.3315
H -7.7165 4.3529 8.1966
H -6.4172 5.0630 7.2132
H -6.0557 3.7397 8.3516
H -4.5047 3.9075 6.6695
H -2.8603 3.0480 5.1095
H -5.8347 0.6389 3.2184
H -7.5329 1.5158 4.8197
H -1.4788 2.2194 3.6778
H 0.8438 2.2401 2.9741
H 3.1671 2.0134 2.0112
H 3.5037 0.4654 0.1041
H -1.1610 -2.8485 -2.6627
H -3.5092 -2.8724 -1.8725
H -4.1132 -1.4259 0.1218
O 2.9609 -6.4298 2.2067
C 2.5532 -5.5052 1.2976
C 2.0094 -4.2760 1.6826
C 1.6009 -3.4177 0.6928
N 1.7041 -3.6830 -0.6167
C 2.2692 -4.8304 -0.9481
Br 4.9232 -3.9672 -1.7181
C 2.6396 -5.8123 -0.0365
H 2.8624 -6.0592 3.0886
H 1.8959 -4.0069 2.7252
H 1.1507 -2.4646 0.9438
H 3.0521 -6.7452 -0.3873
C 0.4396 3.7991 -6.4973
O 1.8475 3.6994 -6.4542
C 2.3745 2.7244 -5.6589
C 3.7829 2.6684 -5.6368
C 4.3840 1.7375 -4.8393
C 3.6748 0.8201 -4.0288
C 4.3999 -0.0604 -3.1290
C 5.9069 -0.1989 -3.1701
O 3.8746 -0.7603 -2.2549
C 2.2312 0.8413 -4.0971
O 1.4403 0.0387 -3.5059
C 1.6280 1.8449 -4.9246
H 0.2131 4.6113 -7.1842
H 0.0276 4.0301 -5.5116
H -0.0145 2.8754 -6.8647
H 4.3523 3.3614 -6.2402
H 5.4633 1.7244 -4.8262
H 6.4324 0.4998 -3.8111
H 6.1162 -1.2208 -3.4937
H 6.2788 -0.1197 -2.1497
H 0.5480 1.8524 -4.9272
O 2.1285 -5.3361 -2.2340
C 1.8800 -4.6419 -3.3441
O 1.6345 -3.4770 -3.4894
H 1.8936 -5.3479 -4.1823
*
```

calculated total energy: -4878.54798 Ha

Record 6
# C35H28BrN5O4Pb

A molecular structure, C35H28BrN5O4Pb (ωB97M-V with the def2-TZVPD basis set, OMol25).

```
! RIJCOSX wB97M-V def2-TZVPD def2/J DEFGRID3
* xyz 2 1
Pb -0.4913 0.1450 -0.5189
C -3.4500 0.9089 1.5085
O -2.4893 -0.1442 1.7132
C -2.3840 -0.6620 2.9587
C -2.9390 -0.1085 4.1027
C -2.7063 -0.7079 5.3354
C -1.9283 -1.8476 5.4610
C -1.3848 -2.4284 4.3283
C -1.6246 -1.8323 3.1002
N -1.0726 -2.4331 1.9281
N 0.1277 -2.7805 1.7111
C 0.1482 -3.4154 0.5204
C -1.1531 -3.4178 0.0297
O -1.9364 -2.8155 0.9356
C -1.5381 -3.9464 -1.2070
C -0.5100 -4.4910 -1.9214
C 0.8546 -4.5281 -1.4717
C 1.8496 -5.1206 -2.2722
C 3.1500 -5.1700 -1.8355
C 3.5012 -4.6293 -0.5897
C 2.5554 -4.0357 0.2139
C 1.2284 -3.9838 -0.2207
H -4.4355 0.5922 1.8478
H -3.4737 1.0796 0.4355
H -3.1420 1.8142 2.0320
H -3.5427 0.7847 4.0437
H -3.1479 -0.2660 6.2194
H -1.7625 -2.2912 6.4323
H -0.7929 -3.3322 4.3846
H -2.5627 -3.9285 -1.5477
H -0.7189 -4.9332 -2.8886
H 1.5762 -5.5454 -3.2304
H 3.9081 -5.6367 -2.4500
H 4.5283 -4.6905 -0.2527
H 2.8259 -3.6252 1.1782
Br -4.7060 4.6541 -5.3132
C -3.9080 3.3555 -4.2099
C -4.4830 2.0784 -4.1096
C -3.9288 1.1151 -3.3039
C -2.7604 1.3730 -2.5624
O -2.2699 0.4423 -1.7836
C -2.1746 2.6583 -2.6748
C -1.0127 3.0708 -1.9715
N -0.2116 2.3767 -1.2089
C 0.8682 3.0763 -0.5998
C 1.5699 4.0800 -1.2137
C 2.5977 4.7667 -0.5292
C 2.9210 4.4412 0.7533
C 2.2449 3.3818 1.4051
C 2.5457 2.9668 2.7226
C 1.8816 1.9068 3.2699
C 0.9150 1.2446 2.4942
N 0.5890 1.6196 1.2783
C 1.2288 2.6837 0.7215
C -2.7801 3.6401 -3.4991
H -5.3796 1.8584 -4.6751
H -4.3799 0.1352 -3.2234
H -0.7816 4.1319 -2.0734
H 1.3422 4.3552 -2.2367
H 3.1235 5.5636 -1.0380
H 3.6985 4.9776 1.2826
H 3.3077 3.4945 3.2839
H 2.0926 1.5650 4.2736
H 0.4000 0.3742 2.8922
H -2.3312 4.6244 -3.5633
C 4.3404 -0.5610 -1.1712
C 3.0461 0.1126 -1.5276
N 3.1180 1.1800 -2.3293
O 1.9682 -0.3017 -1.0717
H 5.0685 -0.5114 -1.9794
H 4.1349 -1.5973 -0.9176
H 4.7648 -0.0654 -0.2960
H 3.9937 1.4831 -2.7186
H 2.2796 1.6717 -2.5904
*
```

calculated total energy: -4691.67185 Ha

Calculated ΔE to the lowest compared entry with this formula, charge and spin in order - 349.3; 127.9; 64.3; 438.1; 22.8; 36.2 kJ/mol